Computed, not measured: a 2-piece molecular cluster, CH2FNOS overall in a non-equilibrium geometry, with ωB97M-V/def2-TZVPD.

The energy is -18158.524 eV. The calculation puts the HOMO-LUMO gap at 9.8009 eV. The value obtained for the energy above the lowest of the compared OMol25 structures with the same formula, charge and spin is 96.7 kJ/mol. For the highest occupied orbital energy, the calculation gives -9.237 eV. As for the net charge: 0. Its SMILES is O=C=NS.F.

Last column: Mulliken charge in e.
Cartesian coordinates (Å):
O1 0.0273 0.4892 2.0558  -0.454
C1 0.1116 0.5363 0.9039  0.574
N1 0.4061 0.8465 -0.1605  -0.203
S1 0.4166 0.3896 -1.7750  -0.059
H1 1.7706 0.4404 -1.8582  0.152
F1 -1.3364 -1.1769 0.0212  -0.373
H2 -1.3958 -1.5251 0.8128  0.364

---

Computed, not measured: C25H57Cl2KN3O14PS2 as an isolated structure in a non-equilibrium geometry, with ωB97M-V/def2-TZVPD.

The energy is -132302.800 eV. The calculation puts the HOMO-LUMO gap at 1.3125 eV. For the highest occupied orbital energy, the calculation gives -2.413 eV. As for the net charge: 0.

Last column: Mulliken charge in e.
Cartesian coordinates (Å):
C1 4.0599 2.7522 2.5798  -1.394
C2 2.5333 2.7745 2.3293  -0.282
C3 1.7993 3.6447 3.3948  0.690
C4 0.2742 3.4223 3.4182  -1.598
N1 2.1967 5.0397 3.1095  0.406
C5 3.0071 5.6665 3.9788  0.051
C6 3.4596 6.9467 3.7719  -0.769
C7 3.0651 7.6051 2.6065  0.010
C8 2.2183 6.9590 1.7177  -0.805
C9 1.8128 5.6738 1.9974  0.209
H1 4.5464 2.6548 1.6086  0.358
H2 4.4322 3.6892 3.0142  0.399
H3 4.2778 1.8890 3.2107  0.301
H4 2.1151 1.7678 2.2887  0.466
H5 2.4102 3.2033 1.3270  -0.047
H6 2.1767 3.3519 4.3778  -0.230
H7 -0.2542 3.8252 2.5529  0.358
H8 0.1212 2.3402 3.4044  0.454
H9 -0.1916 3.7678 4.3472  0.361
H10 3.3344 5.1395 4.8651  0.367
H11 4.1312 7.3835 4.4975  0.435
H12 3.4396 8.6073 2.4338  0.387
H13 1.8983 7.4243 0.7967  0.204
H14 1.1775 5.1544 1.2893  0.370
O1 1.0926 -0.0142 0.0595  0.057
P1 2.2625 0.6266 -0.7235  0.464
O2 3.5393 0.5270 0.1255  -0.704
O3 1.9105 2.1114 -0.9806  -0.685
O4 2.4285 -0.1205 -2.0569  -0.685
Cl1 -2.9272 -1.3895 3.3037  -0.239
C10 -3.2762 -1.0398 1.5833  -0.383
C11 -2.1243 -0.3737 0.8793  0.277
Cl2 -1.8259 1.2824 1.4402  -0.168
H15 -4.1762 -0.4283 1.5474  0.289
H16 -3.4907 -1.9956 1.1068  0.342
H17 -2.2788 -0.2764 -0.1839  -0.002
H18 -1.1956 -0.9306 1.0023  0.025
C12 1.4932 2.1785 7.3180  -1.168
C13 1.8059 3.5914 7.7872  0.554
C14 3.2794 3.7420 8.1380  -1.314
O5 1.0080 3.9122 8.9244  -0.581
H19 1.7054 1.4568 8.1110  0.413
H20 0.4339 2.0829 7.0769  0.313
H21 2.0784 1.9193 6.4336  0.281
H22 1.5401 4.3056 7.0040  0.108
H23 3.5525 3.0662 8.9524  0.411
H24 3.4893 4.7568 8.4797  0.314
H25 3.9172 3.5235 7.2786  0.336
H26 1.2310 3.2906 9.6253  0.361
C15 0.0642 -0.0530 -4.0653  -1.176
S1 -0.4766 0.9598 -2.6774  0.751
O6 -1.2818 0.0837 -1.7982  -0.751
C16 -1.6437 1.9786 -3.6107  -1.088
H27 0.7743 -0.7916 -3.6944  0.390
H28 -0.7889 -0.5595 -4.4968  0.143
H29 0.5550 0.5793 -4.8138  0.529
H30 -2.4026 1.3481 -4.0867  0.184
H31 -1.1025 2.5553 -4.3632  0.364
H32 -2.1275 2.6584 -2.9132  0.315
K1 -1.5547 -0.5576 -6.3617  0.747
C17 -6.4951 -0.2447 -1.7883  -0.519
O7 -5.4030 -0.5635 -2.6446  -0.457
H33 -7.3837 -0.7375 -2.1755  0.234
H34 -6.3019 -0.6023 -0.7738  0.214
H35 -6.6645 0.8349 -1.7698  0.256
H36 -4.6221 -0.1227 -2.2929  0.276
C18 2.5108 -4.2335 2.5739  -0.338
C19 2.0150 -5.3098 1.6309  -0.295
O8 1.4643 -4.6024 0.5247  -0.234
S2 2.2965 -3.2129 0.3001  0.951
O9 3.2659 -3.4424 -0.7077  -0.625
O10 1.3792 -2.1368 0.2645  -0.283
O11 3.0528 -3.2215 1.7297  -0.356
H37 1.6881 -3.7980 3.1476  0.280
H38 3.2726 -4.6025 3.2573  0.320
H39 1.2615 -5.9515 2.0825  0.250
H40 2.8427 -5.9248 1.2653  0.218
O12 2.1190 9.9743 -1.0996  -0.632
H41 2.2017 9.1373 -1.5687  0.332
H42 1.7906 9.7297 -0.2295  0.330
C20 -1.0899 -8.7677 0.7697  -1.224
C21 0.3822 -8.9700 0.7367  0.184
O13 1.1755 -8.6952 1.6225  -0.468
N2 0.9947 -9.6827 -0.4206  -0.318
C22 0.9613 -8.9317 -1.7087  -1.277
H43 -1.3093 -7.9090 1.3964  0.321
H44 -1.4895 -8.5759 -0.2244  0.377
H45 -1.5800 -9.6646 1.1848  0.399
H46 0.5094 -10.5995 -0.5487  0.575
H47 1.9589 -9.8376 -0.1081  0.436
H48 -0.0664 -8.8586 -2.0472  0.345
H49 1.5527 -9.4925 -2.4369  0.577
H50 1.3926 -7.9475 -1.5473  0.369
C23 -4.9670 -0.0925 -11.1896  -1.277
C24 -4.4277 -0.8201 -9.9840  0.807
O14 -3.6547 -0.2835 -9.1979  -0.593
N3 -4.8280 -2.0994 -9.7934  -0.152
C25 -5.7308 -2.8857 -10.6160  -0.819
H51 -4.5617 0.9141 -11.2102  0.280
H52 -4.6718 -0.6074 -12.1044  0.366
H53 -6.0544 -0.0309 -11.1380  0.364
H54 -4.4346 -2.5315 -8.9722  0.186
H55 -6.5847 -3.1985 -10.0139  0.286
H56 -5.2082 -3.7728 -10.9759  0.286
H57 -6.0883 -2.3173 -11.4670  0.319

---

Computed, not measured: C52H60ClGeNO6PS2Sc as an isolated structure in a non-equilibrium geometry, with ωB97M-V/def2-TZVPD.

The energy is -189373.641 eV. The calculation puts the HOMO-LUMO gap at 3.6256 eV. The value obtained for the energy above the lowest of the compared OMol25 structures with the same formula, charge and spin is 149.2 kJ/mol. For the highest occupied orbital energy, the calculation gives -0.109 eV. As for the net charge: -2.

Last column: Mulliken charge in e.
Cartesian coordinates (Å):
Sc1 -0.6085 -0.0372 1.2383  -0.807
O1 -0.0189 -1.6113 -1.1679  -0.974
S1 0.2352 -2.1050 -2.5407  0.747
C1 0.9052 -3.7888 -2.3899  -1.352
C2 2.1059 -4.0134 -1.4620  0.304
C3 1.7799 -4.7406 -0.1570  -1.526
C4 0.8931 -3.9816 0.8167  1.020
S2 1.5609 -2.6111 1.8402  0.405
O2 1.4785 -1.3466 1.0416  -0.134
C5 3.3163 -2.9999 1.7961  0.692
C6 4.1936 -2.0852 1.2378  -0.162
C7 5.5596 -2.3367 1.2779  -1.120
C8 6.0431 -3.4882 1.8803  -0.646
C9 5.1581 -4.3906 2.4609  -0.647
C10 3.7955 -4.1422 2.4274  -0.586
C11 1.7593 -1.3071 -3.0617  1.210
C12 2.5915 -0.7656 -2.0929  0.148
C13 3.7482 -0.1109 -2.4910  -1.345
C14 4.0555 0.0060 -3.8407  -0.799
C15 3.2047 -0.5237 -4.8027  -0.823
C16 2.0440 -1.1784 -4.4132  -0.721
H1 1.1347 -4.0539 -3.4261  0.674
H2 0.0387 -4.3826 -2.0853  0.617
H3 2.6076 -3.0718 -1.2330  -0.256
H4 2.8368 -4.6147 -2.0094  0.440
H5 2.7236 -5.0160 0.3173  0.379
H6 1.2742 -5.6843 -0.3912  0.526
H7 0.4085 -4.6393 1.5395  0.863
H8 0.0858 -3.4627 0.3002  -1.364
H9 3.7932 -1.1768 0.8062  0.465
H10 6.2469 -1.6156 0.8525  0.467
H11 7.1090 -3.6780 1.9139  0.376
H12 5.5319 -5.2825 2.9489  0.400
H13 3.1023 -4.8317 2.8975  0.513
H14 2.3069 -0.8438 -1.0481  0.470
H15 4.3976 0.3240 -1.7401  0.368
H16 4.9523 0.5317 -4.1463  0.393
H17 3.4327 -0.4067 -5.8551  0.399
H18 1.3510 -1.5685 -5.1511  0.433
O3 -2.1581 -3.9084 1.8110  -0.823
C17 -1.9465 -2.7362 1.5389  -0.009
O4 -0.9944 -2.0102 2.0303  -0.284
C18 -2.7935 -1.9770 0.4548  0.526
O5 -3.7410 -2.5273 -0.0989  -0.785
O6 -2.3736 -0.7896 0.2462  0.485
Cl1 0.7712 1.5072 -0.6817  0.722
C19 0.5920 2.1454 -2.2893  -0.017
C20 1.6790 2.8514 -2.7947  -0.683
C21 1.5942 3.4209 -4.0519  -0.826
C22 0.4235 3.2954 -4.7944  -0.810
C23 -0.6454 2.5879 -4.2707  -0.497
C24 -0.5777 1.9786 -3.0146  -0.190
P1 -1.9541 1.0222 -2.2429  1.599
C25 -3.3543 2.0016 -2.9233  0.403
C26 -4.3020 1.5103 -3.8142  -0.526
C27 -5.3788 2.2985 -4.2065  -0.667
C28 -5.5180 3.5869 -3.7161  -0.537
C29 -4.5788 4.0843 -2.8191  -0.423
C30 -3.5138 3.2954 -2.4205  -0.567
C31 -2.0133 -0.4876 -3.2856  0.311
C32 -2.6374 -1.5818 -2.6820  0.064
C33 -2.7393 -2.7928 -3.3526  -0.208
C34 -2.2118 -2.9291 -4.6297  -0.777
C35 -1.5758 -1.8505 -5.2316  -0.365
C36 -1.4723 -0.6389 -4.5613  -0.580
H19 2.5679 2.9543 -2.1871  0.432
H20 2.4377 3.9745 -4.4464  0.385
H21 0.3430 3.7545 -5.7721  0.395
H22 -1.5671 2.5103 -4.8359  0.465
H23 -4.2079 0.5021 -4.1985  0.428
H24 -6.1130 1.8971 -4.8952  0.380
H25 -6.3608 4.1975 -4.0170  0.333
H26 -4.6893 5.0816 -2.4114  0.390
H27 -2.8060 3.6752 -1.6907  0.214
H28 -3.0019 -1.5105 -1.6623  -0.667
H29 -3.2078 -3.6295 -2.8498  0.529
H30 -2.2810 -3.8776 -5.1502  0.337
H31 -1.1506 -1.9535 -6.2241  0.403
H32 -0.9561 0.1856 -5.0375  0.318
C37 0.3334 -0.5794 5.2551  -1.505
C38 -0.3831 0.7713 5.3405  0.244
C39 -1.8243 0.6349 4.8551  -0.702
C40 0.4144 1.8921 4.6934  -0.378
C41 0.5795 3.0666 5.4044  -0.254
C42 1.4993 4.0562 5.0429  -1.443
C43 2.4022 3.7151 4.0316  -0.465
C44 2.2769 2.5566 3.2873  -0.246
C45 3.5065 2.0340 2.5645  0.489
C46 3.3745 1.7654 1.0647  -0.813
C47 3.9801 0.7449 3.2523  -1.263
C48 1.0687 1.7358 3.3972  0.292
N1 0.6937 0.9128 2.4578  1.070
H33 -0.1865 -1.3289 5.8608  0.449
H34 1.3635 -0.4909 5.6124  0.376
H35 0.3621 -0.9313 4.2242  0.096
H36 -0.4318 1.0348 6.4063  0.621
H37 -1.8574 0.3571 3.8036  -0.376
H38 -2.3635 1.5802 4.9587  0.321
H39 -2.3567 -0.1363 5.4232  0.514
H40 -0.0045 3.1942 6.3160  0.309
H41 1.5939 4.9778 5.6052  0.311
H42 3.2782 4.3430 3.8645  0.291
H43 4.2847 2.7959 2.7080  0.546
H44 2.6308 0.9790 0.9224  -0.510
H45 4.3389 1.4414 0.6455  0.472
H46 3.0405 2.6548 0.5246  0.434
H47 3.1877 -0.0058 3.1779  -0.052
H48 4.1804 0.9232 4.3106  0.440
H49 4.8877 0.3439 2.7834  0.385
C49 -4.7697 3.1566 2.5790  -1.576
Ge1 -3.9393 1.5833 1.6752  1.186
C50 -4.9477 1.4547 -0.0212  -0.724
C51 -4.6528 0.0749 2.7347  -1.334
C52 -2.0302 1.7908 1.4847  -0.554
H50 -5.8454 3.0097 2.7186  0.392
H51 -4.6155 4.0612 1.9850  0.354
H52 -4.3106 3.3154 3.5578  0.342
H53 -5.9874 1.1934 0.1945  0.543
H54 -4.5203 0.6697 -0.6454  -0.004
H55 -4.9350 2.4000 -0.5691  0.126
H56 -5.7394 0.0680 2.6058  0.488
H57 -4.4321 0.1868 3.7965  0.318
H58 -4.2694 -0.8888 2.3999  0.333
H59 -1.6814 2.4684 2.2718  0.637
H60 -1.9149 2.3307 0.5284  -0.107